This record from the OMol25 dataset describes a structure of composition C36H50ClNO8PTi at a distorted geometry. The level of theory is ωB97M-V with the def2-TZVPD basis set.

Geometry (Å):
Ti (0.1789, -0.3223, -0.9734)
O (-0.9189, -1.7786, -4.9836)
C (-0.3454, -1.3885, -3.8809)
O (-0.6219, -0.3872, -3.2379)
C (0.8484, -2.1804, -3.4534)
C (1.5261, -3.1335, -4.2033)
C (2.7823, -3.5423, -3.7743)
C (3.3728, -2.9160, -2.6692)
C (2.6076, -1.9908, -1.9805)
N (1.3351, -1.6970, -2.3104)
C (3.0600, -0.9852, -0.9598)
O (4.2960, -0.8879, -0.5458)
O (2.1919, -0.1873, -0.5617)
H (-1.6986, -1.2309, -5.1691)
H (1.0837, -3.5174, -5.1101)
H (3.3321, -4.2875, -4.3300)
H (4.3931, -3.1411, -2.3959)
H (4.8979, -1.5367, -0.9343)
C (1.4439, 1.9566, -4.1903)
C (0.0730, 2.4723, -3.7563)
C (-0.0386, 3.9824, -4.0018)
C (-0.2387, 2.1871, -2.3089)
C (-1.5510, 1.9256, -1.8966)
C (-1.8955, 1.6855, -0.5711)
C (-3.3676, 1.6307, -0.1677)
C (-3.8602, 0.3830, 0.5570)
C (-4.3175, 1.9531, -1.3180)
C (-0.8458, 1.6623, 0.4081)
C (0.4322, 2.1361, 0.0344)
C (0.7400, 2.2857, -1.3272)
C (1.3837, 2.7282, 1.0562)
C (0.9140, 4.1746, 1.2899)
C (2.8549, 2.7626, 0.6464)
C (-1.1528, 1.3835, 1.8563)
C (-1.8570, 2.3642, 2.5554)
C (-2.2634, 2.1694, 3.8644)
C (-1.9807, 0.9697, 4.4982)
C (-1.2596, 0.0004, 3.8252)
C (-0.8167, 0.1849, 2.5131)
P (0.2010, -1.1273, 1.7409)
C (1.7975, -1.1620, 2.7423)
C (1.6163, -1.2339, 4.2713)
C (2.6245, -2.3693, 2.2739)
C (2.6307, 0.0997, 2.5009)
C (-0.6847, -2.7847, 2.0078)
C (-0.3770, -3.5579, 3.3008)
C (-0.3122, -3.7124, 0.8329)
C (-2.1990, -2.5393, 2.0195)
H (1.5362, 1.9939, -5.2743)
H (1.6164, 0.9224, -3.8707)
H (2.2501, 2.5699, -3.7846)
H (-0.6999, 1.9782, -4.3526)
H (0.6994, 4.5230, -3.4091)
H (-1.0256, 4.3623, -3.7440)
H (0.1452, 4.2048, -5.0505)
H (-2.3226, 1.8999, -2.6513)
H (-3.4527, 2.4583, 0.5463)
H (-4.0452, -0.4354, -0.1392)
H (-4.8152, 0.6185, 1.0267)
H (-3.1896, 0.0383, 1.3349)
H (-4.2951, 1.1838, -2.0908)
H (-4.1086, 2.9181, -1.7774)
H (-5.3349, 1.9887, -0.9339)
H (1.7426, 2.5931, -1.5922)
H (1.2651, 2.1926, 1.9966)
H (0.9590, 4.7468, 0.3631)
H (1.5690, 4.6580, 2.0119)
H (-0.1004, 4.2233, 1.6737)
H (3.0582, 3.6047, -0.0141)
H (3.1909, 1.8580, 0.1435)
H (3.4745, 2.8987, 1.5308)
H (-2.1058, 3.2928, 2.0621)
H (-2.8091, 2.9464, 4.3813)
H (-2.3146, 0.7907, 5.5096)
H (-1.0437, -0.9276, 4.3367)
H (1.0945, -2.1161, 4.6322)
H (1.1190, -0.3454, 4.6564)
H (2.6174, -1.2519, 4.7051)
H (2.0827, -3.3080, 2.2746)
H (3.4786, -2.4880, 2.9420)
H (3.0339, -2.2149, 1.2747)
H (2.2011, 0.9523, 3.0269)
H (2.7579, 0.3567, 1.4541)
H (3.6217, -0.0671, 2.9253)
H (0.6639, -3.8414, 3.4244)
H (-0.9576, -4.4799, 3.2527)
H (-0.7062, -3.0290, 4.1944)
H (0.7589, -3.9146, 0.7871)
H (-0.6260, -3.3281, -0.1309)
H (-0.8103, -4.6717, 0.9741)
H (-2.5250, -2.1345, 2.9780)
H (-2.7011, -3.4961, 1.8768)
H (-2.5327, -1.8668, 1.2392)
O (-3.1990, -1.2198, -2.6222)
Cl (-2.5492, -2.1176, -1.7417)
O (-1.7087, -3.0443, -2.4290)
O (-3.4039, -2.7327, -0.8159)
O (-1.5683, -1.2433, -0.8939)

## Properties
energy above the lowest of the compared OMol25 structures with the same formula, charge and spin = 56.14 kJ/mol
multiplicity = 2
total charge = +2
gap between HOMO and LUMO (alpha / beta) = 7.1 / 6.9 eV
⟨S²⟩ = 0.756
energy = -3708.8459 Ha